This record from the Open Molecules 2025 dataset describes a 2-piece molecular cluster, C3H6ClNO2 overall in a non-equilibrium geometry. The level of theory is the ωB97M-V functional and the def2-TZVPD basis.

Geometry as XYZ:
```
13
Properties=species:S:1:pos:R:3
C -0.8593 0.0983 -1.3483
C -1.7894 0.5053 1.0539
C -0.8767 -0.1045 -0.0180
N 2.9760 0.1455 0.5017
O 2.6112 -0.7436 -0.5114
O 3.9504 0.8298 0.3763
Cl -0.2101 -1.8154 0.2768
H 1.7835 -1.2844 -0.2891
H -1.2968 0.9015 -1.7567
H -0.3776 -0.4776 -2.0785
H -1.0997 0.7468 1.8250
H -2.6407 -0.1075 1.4635
H -2.1708 1.3058 0.5048
```

## Properties
HOMO level = -9.836 eV
total charge = 0
orbital gap = 10.3 eV
spin multiplicity = 1
F_max = 3.801 eV/Å
total energy = -783.18250 a.u.
ΔE to the lowest compared entry with this formula, charge and spin = 106.97 kcal per mole